The following is a DFT calculation (ωB97M-V/def2-TZVPD) of C36H29Cl3IOP2Ti as an isolated structure.

```
73
Properties=species:S:1:pos:R:3
Ti 0.945 0.225 0.232
I 0.386 1.913 2.385
C -0.005 0.956 4.243
C -0.571 1.854 5.101
C -0.754 1.490 6.450
C -0.313 0.278 6.874
C 0.272 -0.653 5.980
C 0.738 -1.891 6.485
C 1.310 -2.826 5.677
C 1.376 -2.581 4.299
C 0.923 -1.398 3.753
P 0.877 -1.501 1.957
C -0.303 -2.783 1.529
C -0.312 -3.388 0.266
C -1.293 -4.316 -0.040
C -2.278 -4.624 0.892
C -2.284 -4.008 2.135
C -1.298 -3.089 2.461
C 2.538 -1.717 1.303
C 2.991 -2.790 0.524
C 4.312 -2.826 0.120
C 5.195 -1.806 0.484
C 4.758 -0.740 1.255
C 3.427 -0.681 1.658
C 0.406 -0.356 4.587
H -0.860 2.842 4.771
H -1.210 2.196 7.131
H -0.403 0.000 7.917
H 0.635 -2.077 7.547
H 1.678 -3.759 6.080
H 1.766 -3.358 3.649
H 0.441 -3.150 -0.470
H -1.287 -4.807 -1.004
H -3.041 -5.351 0.648
H -3.049 -4.253 2.858
H -1.298 -2.626 3.439
H 2.334 -3.611 0.279
H 4.670 -3.673 -0.452
H 6.234 -1.866 0.187
H 5.462 0.013 1.584
H 3.101 0.101 2.339
Cl -4.049 -2.173 -4.303
C -2.652 -1.778 -3.409
C -2.765 -0.947 -2.297
C -1.613 -0.660 -1.608
Cl -1.589 0.398 -0.204
C -0.375 -1.158 -1.954
O 0.703 -0.814 -1.191
C -0.279 -1.966 -3.077
Cl 1.272 -2.575 -3.522
C -1.412 -2.281 -3.803
H -3.726 -0.548 -2.001
H -1.338 -2.915 -4.676
C 3.902 2.584 0.209
P 2.800 1.513 -0.735
C 3.670 0.839 -2.158
C 1.350 2.437 -1.245
C 0.899 3.544 -0.499
C -0.257 4.205 -0.882
C -0.962 3.781 -2.005
C -0.515 2.700 -2.757
C 0.632 2.021 -2.381
H 3.475 2.836 1.179
H 4.097 3.495 -0.359
H 4.843 2.060 0.369
H 4.030 1.644 -2.799
H 3.014 0.170 -2.713
H 4.517 0.259 -1.790
H 1.472 3.918 0.340
H -0.591 5.070 -0.325
H -1.853 4.316 -2.308
H -1.046 2.400 -3.650
H 0.991 1.204 -2.995
```

Values from the calculation:
net charge	+3
E_HOMO	-16.370	eV
largest force on an atom	0.7	eV/A
energy	-4674.0545	hartree
2S+1	1